i) 22
Properties=species:S:1:pos:R:3 method="wB97M-V/def2-TZVPD" orbital_gap_ev=9.20 e_lumo_ev=0.114
C 2.9138 0.5854 0.1971
C 1.6086 1.2574 -0.2171
O 1.7673 2.4380 -0.3381
C 0.3163 0.5632 -0.0163
C 0.3314 -0.9732 0.0330
C -0.8826 1.1985 0.0122
O -1.0741 2.5701 0.0448
N -2.1141 0.5407 0.0804
C -2.5944 -0.5721 -0.5839
C -3.9627 -0.5057 -0.5069
N -4.3492 0.5442 0.2562
C -3.2661 1.1629 0.5458
H 3.0625 -0.3977 -0.2050
H 2.9024 0.4017 1.3666
H 3.8043 1.1242 -0.0957
H 0.3884 -1.3897 -0.9277
H -0.4880 -1.2983 0.5489
H 1.1191 -1.2901 0.6788
H -0.2537 2.9613 -0.2739
H -1.8884 -1.0488 -1.2651
H -4.8109 -1.1401 -0.8288
H -3.2931 1.9493 1.3547


ii) 22
Properties=species:S:1:pos:R:3 method="wB97M-V/def2-TZVPD" smiles="COC1=N[C@H](O)Cc2cccn21" orbital_gap_ev=9.26 e_lumo_ev=0.797
C 2.8918 -1.3388 0.0722
O 1.5116 -1.5235 0.0738
C 0.7594 -0.4404 0.1008
N 1.3546 0.8009 -0.0578
C 0.4149 1.9043 -0.2397
O 1.0013 3.0902 0.2570
C -0.9812 1.6354 0.3768
C -1.4683 0.2882 0.0080
C -2.6832 -0.3035 -0.2582
C -2.3834 -1.6707 -0.4343
C -1.0436 -1.8335 -0.3387
N -0.5346 -0.6463 -0.0984
H 3.1085 -0.5339 0.7453
H 3.3541 -1.0834 -0.8932
H 3.4422 -2.2553 0.5239
H 0.2106 2.0223 -1.3802
H 1.0588 3.0011 1.2263
H -1.8817 2.2738 0.1785
H -1.0431 1.6742 1.4851
H -3.5593 0.3012 -0.4399
H -2.9939 -2.5949 -0.7165
H -0.5356 -2.7673 -0.1907


Which of them is the most stable? Correct choice: i).


i) 6
Properties=species:S:1:pos:R:3 method="wB97M-V/def2-TZVPD" smiles="C=C" orbital_gap_ev=11.28 e_lumo_ev=1.415
C 0.1893 0.6120 0.2247
C -0.1974 -0.6310 -0.2970
H -0.3862 1.5547 0.0884
H 1.2116 0.7593 0.7077
H -1.1957 -0.8778 -0.8598
H 0.3785 -1.4173 0.1360


ii) 6
Properties=species:S:1:pos:R:3 method="wB97M-V/def2-TZVPD" orbital_gap_ev=9.81 e_lumo_ev=-1.152
C -1.5662 -0.6609 -0.2271
C -2.6375 -0.1945 -0.7578
H -0.9300 -0.3754 0.6036
H -0.8259 -1.8133 -0.6898
H 3.3345 1.6162 0.6101
H 2.6252 1.4279 0.4611


Which of them is the most stable? Correct choice: i).


i) 10
Properties=species:S:1:pos:R:3 method="wB97M-V/def2-TZVPD" smiles="CCC([O-])=S" orbital_gap_ev=7.01 e_lumo_ev=4.130 total_charge=-1
C 1.0413 -0.0300 0.4803
C 0.0227 -0.0553 -0.5935
C -1.3559 0.2538 0.0353
O -1.6277 1.3075 0.5768
S -2.4198 -1.0935 -0.1967
H 0.9807 0.9403 0.9472
H 0.8347 -0.7624 1.1308
H 1.9960 -0.1102 0.0537
H -0.0147 -1.0923 -1.1805
H 0.5427 0.6421 -1.2533


ii) 10
Properties=species:S:1:pos:R:3 method="wB97M-V/def2-TZVPD" smiles="O=CCC[S-]" orbital_gap_ev=6.69 e_lumo_ev=4.083 total_charge=-1
O -1.0890 -1.7766 1.4342
C -0.8654 -0.8368 0.7002
C 0.4589 -0.4325 0.1558
C 0.3782 0.9307 -0.5363
S -0.3452 0.8076 -2.1850
H -1.6815 -0.1222 0.4618
H 1.2833 -0.4417 0.8817
H 0.7347 -1.1736 -0.5958
H -0.1837 1.5350 0.2177
H 1.3098 1.5100 -0.5344


Which of them is the most stable? Correct choice: i).


i) 7
Properties=species:S:1:pos:R:3 method="wB97M-V/def2-TZVPD" orbital_gap_ev="9.65 / 9.65" e_lumo_ev="-0.715 / -0.715"
C 0.9335 0.1084 0.1909
N 0.1421 1.1960 -0.0848
N -0.2547 0.2744 0.9144
O 1.8447 -0.4787 -0.1608
O -1.3090 -0.7968 -0.0684
H -0.3707 1.3447 -0.9324
H -0.9861 -1.6480 0.1412


ii) 7
Properties=species:S:1:pos:R:3 method="wB97M-V/def2-TZVPD" orbital_gap_ev=9.54 e_lumo_ev=-0.484
C -0.1945 -0.0930 -1.0828
N 0.9876 0.4455 0.9761
N -0.0457 -0.1045 0.2767
O 0.6582 0.2854 -1.8436
O 0.9385 0.5111 2.1438
H -1.1158 -0.5708 -1.5904
H -1.2284 -0.4738 1.1202


Which of them is the most stable? Correct choice: ii).


i) 19
Properties=species:S:1:pos:R:3 method="wB97M-V/def2-TZVPD" s2=0.7510 orbital_gap_ev="2.44 / 6.93" e_lumo_ev="6.762 / 6.635" total_charge=-2 multiplicity=2
C -1.1206 1.0471 0.8230
O -1.6470 0.5632 -0.2827
C 0.4813 1.3282 0.7715
C 1.2285 -0.0149 1.0130
C 1.6511 -0.8379 -0.2842
N 0.7560 -1.9275 -0.6354
H -1.7237 1.9541 1.0744
H -1.3345 0.3951 1.7229
H 0.8974 1.8560 -0.1287
H 0.6430 2.0338 1.6715
H 2.2090 0.1705 1.5796
H 0.6635 -0.8144 1.6744
H 2.6388 -1.2692 -0.1458
H 1.8828 -0.1657 -1.1733
H 1.0995 -2.6729 -1.1950
H -0.1505 -1.5189 -0.9027
H -2.6495 0.6481 -1.4377
H -2.4602 -0.7308 -2.1047
O -3.0646 -0.0438 -2.0402


ii) 19
Properties=species:S:1:pos:R:3 method="wB97M-V/def2-TZVPD" s2=0.7506 orbital_gap_ev="2.67 / 6.59" e_lumo_ev="6.606 / 6.722" total_charge=-2 multiplicity=2
C -0.3197 -0.8303 1.6611
C 0.0737 -1.8147 0.5201
N -0.3691 -1.3267 -0.7995
C -0.0806 0.0527 -1.1938
C -1.3194 0.9791 -1.0195
O -2.4480 0.4505 -1.5402
H -0.1273 -1.3371 2.6358
H 0.3142 0.0511 1.7613
H -1.3525 -0.4967 1.5769
H -0.3975 -2.7723 0.7490
H 1.1665 -1.8048 0.5061
H -1.3945 -1.2930 -0.7393
H 0.7453 0.5658 -0.6748
H 0.3669 -0.0934 -2.2064
H -1.0428 1.9467 -1.5205
H -1.2885 1.3027 0.0508
H 2.2444 2.9111 -0.0590
H 2.3809 1.3253 0.1293
O 2.8482 2.1840 0.1626


Which of them is the most stable? Correct choice: ii).


i) 9
Properties=species:S:1:pos:R:3 method="wB97M-V/def2-TZVPD" smiles="C[P@](O)(=S)I" orbital_gap_ev=8.01 e_lumo_ev=-1.348
C 0.6151 0.4938 -0.8127
P -0.6261 -0.5148 0.0156
O -0.1615 -0.2076 1.9612
S -0.4857 -2.4973 -0.1669
I -2.7764 0.8288 -0.0650
H 0.8094 1.4414 -0.3196
H 1.6084 0.0013 -1.0358
H 0.2682 0.9631 -1.6854
H 0.7485 -0.5088 2.1085


ii) 9
Properties=species:S:1:pos:R:3 method="wB97M-V/def2-TZVPD" orbital_gap_ev=7.49 e_lumo_ev=-1.075
C 0.7944 -0.4685 0.7171
O -1.7484 0.8788 -2.4546
P -0.0568 -1.4199 -0.5992
S -0.1042 0.6738 -2.2904
I 1.9722 -2.3505 -1.4341
H 0.1212 -0.1529 1.5660
H 1.0307 0.4524 0.3982
H 1.6922 -1.0042 1.1928
H -2.1888 0.0338 -2.5226


Which of them is the most stable? Correct choice: i).